# 1
The following is a quantum chemistry calculation of 2 unconnected molecules or ions with the total composition C12H27FN2O8S, from the Open Molecules 2025 dataset.

Its charge is 0. Its SMILES is O=C(O)CCCN(COCOCCO)S(=O)(=O)F.COC[C@@H](C)N.

Structure (XYZ):
```
51
Properties=species:S:1:pos:R:3:forces:R:3:nbo_charge:R:1
C -0.6868 2.5014 -0.0772 -0.3 -0.2 0.5 0.255
O -1.9172 2.4668 0.5727 -0.1 0.2 0.0 -0.529
C 4.8426 3.6329 0.3555 0.0 -0.6 0.8 -0.413
O 0.0119 3.5730 0.4962 0.0 0.2 -0.1 -0.527
H -4.6552 -6.5522 -2.2039 0.0 0.0 0.0 0.168
O -3.3659 -0.8452 1.0026 0.0 0.3 0.3 -0.735
H -1.7439 -3.8508 0.5150 0.0 0.0 -0.1 0.354
H -5.1677 -7.2458 -0.6534 0.0 0.0 0.0 0.192
C -4.7034 -6.3805 -1.1246 0.0 0.0 0.1 -0.248
H 4.8745 4.5814 0.8792 0.1 0.3 -0.3 0.251
H -2.7568 -1.5872 1.0759 -0.1 -0.2 -0.4 0.496
N 2.3427 4.2407 0.4926 -0.2 -1.2 0.1 -0.694
H -3.5007 -2.4043 -2.3211 0.0 0.0 0.1 0.222
H 5.4944 3.6617 -0.5136 -0.1 0.2 -0.2 0.220
C -2.6885 1.3223 0.2140 0.3 -0.2 0.1 -0.084
H -3.3395 -4.0002 0.4857 -0.1 0.1 0.0 0.365
H 3.1261 2.3019 0.0408 0.0 0.0 0.2 0.193
C 1.0815 4.0268 -0.2819 -0.3 0.4 -0.2 0.104
H -3.2552 0.8304 2.2045 0.1 -0.1 0.2 0.171
H 0.8224 4.9697 -0.7680 0.0 0.1 0.2 0.189
H -3.7561 -3.9487 -3.1385 0.0 0.0 0.0 0.204
H -0.8484 2.6570 -1.1529 0.2 0.0 -0.1 0.135
H -4.6163 -3.5720 -1.6401 0.0 0.0 0.0 0.206
H 3.3547 3.5398 -1.1534 -0.1 0.1 0.0 0.211
H -0.1405 1.5646 0.1172 0.1 0.0 -0.2 0.134
C -2.4580 -5.5970 -1.3895 0.2 0.0 0.0 -0.072
N -2.5690 -3.5403 0.0069 0.3 -0.2 0.3 -0.845
H -1.4851 -5.9096 -1.0007 0.0 0.0 0.0 0.183
S 2.1682 4.1109 2.1222 0.4 1.1 0.0 2.549
H -2.5297 -5.9716 -2.4191 -0.1 0.1 0.0 0.165
O 3.4424 4.2606 2.7300 0.0 -0.3 -0.1 -0.924
H -1.5816 -3.7097 -1.8145 0.0 -0.1 0.0 0.187
H -2.2375 0.8240 -0.6490 -0.2 -0.1 -0.1 0.164
O 1.0832 4.8976 2.5640 -0.2 -0.3 -0.1 -0.876
H 5.5983 3.0351 2.3182 0.1 0.1 0.0 0.254
C 6.6929 1.9780 0.8655 -0.2 0.1 -0.1 0.792
C 3.4035 3.3524 -0.0813 0.3 0.4 -0.5 -0.220
H 1.2821 3.3044 -1.0748 0.3 0.0 0.1 0.169
C 5.4133 2.5800 1.3520 -0.3 0.2 -0.1 -0.512
F 1.8172 2.5929 2.2916 -0.2 -0.2 0.1 -0.487
H 4.6965 1.7769 1.5200 -0.1 0.0 -0.1 0.221
H -1.6780 0.1802 1.6875 0.0 -0.1 0.2 0.159
O -3.4107 -6.2363 -0.5662 -0.1 0.0 0.0 -0.547
O 7.7815 2.3031 1.2275 0.6 0.0 0.3 -0.565
C -2.7145 0.3509 1.3866 0.0 0.1 -0.3 -0.080
H -5.3305 -5.5087 -0.9240 0.0 0.0 -0.1 0.167
O 6.5055 1.0108 -0.0755 -0.5 -0.5 0.3 -0.717
H -3.6992 1.6355 -0.0427 0.0 0.1 -0.1 0.191
C -2.5121 -4.0647 -1.3610 -0.3 0.1 0.0 -0.077
C -3.6655 -3.4693 -2.1620 0.0 0.0 -0.1 -0.615
H 7.1779 0.3303 0.0651 0.3 0.3 -0.4 0.498
```
Positions in Å, forces in eV/Å.

***

# 2
The following is a quantum chemistry calculation of C4H4S in the gas phase, from the Open Molecules 2025 dataset.

Its charge is 0. The relative energy (zero: lowest compared OMol25 entry of this formula, charge and spin) comes out at 4.401 eV. Its SMILES is S[C@@]12C=C1C2.

Structure (XYZ):
```
9
Properties=species:S:1:pos:R:3:forces:R:3:nbo_charge:R:1
S -2.1162 0.0436 -0.0632 1.0 -1.8 -0.7 0.037
H 0.3665 -1.8194 0.6802 0.2 0.1 -0.6 0.214
C -0.3156 -0.0039 -0.2713 -1.2 0.4 -0.3 -0.005
C 0.5310 1.0675 -0.1188 0.2 -0.9 -1.4 -0.368
H 0.3506 2.0768 -0.3764 0.4 1.0 0.4 0.229
C 0.6473 -1.0871 -0.1062 -0.3 -0.3 2.0 -0.509
H -2.0418 1.0844 0.6791 -0.2 1.6 0.9 0.123
C 1.4091 0.1728 0.4786 -0.4 0.2 0.8 0.043
H 1.1690 -1.5347 -0.9019 0.3 -0.3 -1.2 0.237
```
Positions in Å, forces in eV/Å.

***

# 3
The following is a quantum chemistry calculation of a molecular structure, C28H53CaClF2MgN2O4PSi, from the Open Molecules 2025 dataset.

Its charge is +1.

Structure (XYZ):
```
94
Properties=species:S:1:pos:R:3:forces:R:3:mulliken_charge:R:1
H 2.8594 0.1126 -3.2868 0.1 -0.3 0.1 0.026
H -1.7921 -1.0951 -4.3280 0.0 0.0 0.0 0.327
C -4.0662 -1.0700 -6.0672 -0.1 0.1 -0.1 -1.216
C -0.3069 -1.4643 3.3176 0.0 0.1 0.0 -0.673
C -3.3301 -2.3538 -6.4171 -0.1 -0.2 0.1 -0.597
H 7.9054 3.1959 -0.9063 -0.1 -0.1 -0.2 0.372
H -3.3882 -6.8006 -0.1838 0.0 0.0 -0.1 0.377
H -1.2229 -1.5816 3.9053 0.2 0.0 -0.1 0.355
C 0.9869 3.2613 6.9681 0.3 -0.2 -0.2 -0.694
C -5.2700 -5.0963 -3.5730 -0.3 0.5 -1.8 0.871
C -0.3380 -1.6049 -5.8260 0.0 0.0 0.2 -0.451
F 4.7378 1.2778 -4.5602 -0.3 -0.1 -0.2 -0.312
H -5.5423 -7.2033 -3.7074 0.0 0.1 0.1 0.271
H -1.0707 -2.6431 1.7032 0.1 0.1 -0.2 0.302
H 0.3586 -1.8411 -0.0732 0.3 0.0 0.1 0.385
N 3.6582 -2.9000 -2.5341 -1.0 1.6 0.0 -0.489
H -7.0360 -6.2400 -3.8275 0.3 0.0 -0.1 0.329
H -0.8186 -1.0419 -6.6329 0.0 0.0 0.1 0.318
Cl 2.4938 -3.7761 5.0498 -0.3 0.2 -1.7 -0.627
C 3.0543 -1.9105 -2.6324 0.6 -1.0 0.1 0.369
H -2.0864 -3.8817 -5.5594 0.0 0.1 0.0 0.426
C -0.6068 -1.6587 1.8372 -0.3 -0.1 0.5 -0.529
C 0.5259 5.4603 4.4172 -0.5 4.5 -3.9 -0.499
H -4.0706 -3.1095 -6.7079 0.2 0.1 0.1 0.412
H -3.1671 -3.1203 -4.4125 0.1 0.0 -0.2 -0.057
O -5.3722 -4.4962 -4.6396 0.5 -0.8 2.1 -0.537
H 5.6574 -0.0868 -2.5528 0.1 0.0 -0.1 0.457
N 1.7278 0.8106 0.9651 -0.6 -1.1 0.0 -0.428
H -0.3000 2.1007 4.1092 -1.4 -0.4 1.6 0.163
H -3.8282 -4.4160 -0.7026 -0.1 0.1 -0.3 0.277
H -1.0656 5.8902 6.8966 -0.1 0.0 -0.1 -0.118
Si -1.9372 4.8092 6.3683 0.3 0.4 -0.6 0.349
H 1.2479 2.5867 7.9102 -0.8 1.7 -2.1 0.378
H -3.1624 4.8253 7.1811 -0.2 -0.1 -0.2 -0.163
H 1.0752 4.4237 7.2062 0.0 -2.7 -0.4 0.005
Mg 2.0158 -3.6896 1.7707 1.7 -3.0 2.6 0.566
H 1.3740 -2.3273 1.2796 -0.6 2.1 -0.7 -0.332
H -2.1374 1.8251 4.5529 2.1 0.1 1.0 0.305
C 5.9541 3.1014 -3.6904 -0.1 0.0 -0.1 -0.457
F 2.8702 3.5374 8.5386 1.5 3.4 0.7 -0.276
H 1.7253 2.9275 6.1159 -1.5 0.9 1.5 0.345
C 6.7986 3.6171 -2.7077 -0.1 -0.4 0.1 -0.384
C 6.8407 1.4589 -1.6108 -0.1 0.4 -0.3 -0.496
H -6.3106 -6.4898 -2.2606 0.2 -0.2 0.0 0.354
C 2.2899 -0.6581 -2.7567 -0.2 0.2 -0.1 0.292
C 0.4203 -2.7878 -6.4082 0.1 0.0 -0.2 -1.242
C -6.0758 -6.3369 -3.3118 -0.7 0.1 0.2 -1.153
C 1.2458 -0.2441 0.9591 0.5 0.7 0.1 0.034
H -4.6726 -0.7406 -6.9175 0.0 0.0 0.2 0.387
C 3.4412 6.2479 9.2903 1.0 2.8 -4.5 -0.511
H 3.5918 6.8792 10.1824 -0.2 -1.3 0.9 0.315
H 7.1914 0.8197 -0.8043 -0.1 0.1 -0.2 0.373
C -1.0423 1.8114 4.9867 0.4 -1.0 -1.4 -0.846
C -3.4806 -6.4636 -1.2199 0.0 -0.2 -0.2 -0.988
H 4.3866 6.4278 8.7508 0.3 -0.5 0.3 0.307
H -0.7964 0.6708 5.2348 -0.6 2.6 -0.3 0.307
H -0.2475 -3.4783 -6.9311 0.1 0.0 0.1 0.308
C 5.9871 0.9464 -2.5877 -0.1 0.0 0.0 -0.174
O -0.1938 6.4919 3.3571 -2.5 -4.3 -1.2 -0.502
C 7.2431 2.7954 -1.6709 0.0 -0.1 0.0 -0.412
H 5.6062 3.7236 -4.5083 0.0 -0.1 0.1 0.409
H -2.4782 -6.2898 -1.6250 -0.1 0.1 0.1 0.289
C 0.6386 -1.5821 0.9544 -1.3 1.5 -0.7 0.481
H 0.3859 -0.9218 -5.3651 -0.1 0.1 -0.1 0.309
H 2.7499 6.8798 8.7072 -0.5 -0.4 0.1 0.234
H -0.8479 -2.5184 -3.9451 0.0 0.0 0.0 0.378
H 1.1659 -2.4380 -7.1293 -0.1 -0.1 0.1 0.396
H 0.0914 -0.4651 3.5187 0.0 -0.2 -0.1 0.061
H -3.0955 4.3157 4.1222 1.3 2.0 0.7 0.305
H 1.5284 5.6350 3.8079 -1.5 -2.1 1.6 0.359
H -1.3439 -0.9118 1.5177 0.2 -0.2 -0.2 0.313
H -2.6994 -2.1883 -7.2967 0.0 0.0 0.0 0.350
O 3.0877 4.9872 9.4914 -1.3 -3.8 3.1 -0.105
H 0.5707 6.3579 5.1636 -0.5 -2.9 0.0 0.334
H 0.9441 -3.3407 -5.6222 0.0 0.0 -0.1 0.272
H -2.8300 6.2542 4.3354 0.6 -2.2 0.3 0.408
H -3.3730 -0.2606 -5.8211 -0.1 0.0 0.0 0.299
H -0.8836 4.2649 2.6326 -0.9 1.3 3.4 -0.098
H -3.9236 -7.2721 -1.8084 0.0 0.1 0.2 0.281
Ca 0.1105 5.0526 1.2397 1.3 1.2 -1.4 0.920
H 1.3560 -0.8072 -3.3088 0.2 -0.2 0.0 -0.154
C -0.9354 5.1281 3.5416 1.6 2.2 3.9 0.323
H 2.0244 -0.2473 -1.7768 0.2 -0.2 -0.1 -0.076
H 7.1099 4.6581 -2.7501 -0.1 -0.2 0.0 0.363
O -4.3669 -4.7027 -2.6495 0.0 0.6 0.0 -0.368
C -2.5006 -2.9123 -5.2586 0.0 -0.1 0.1 -0.278
H 0.4196 -2.2030 3.6710 0.0 0.1 0.2 0.171
C -4.3107 -5.1981 -1.2985 0.0 -0.2 0.0 -0.362
P -0.8574 2.9000 6.5543 0.6 -1.4 0.2 0.111
C 5.5537 1.7717 -3.6195 0.8 0.5 0.9 0.256
C -1.3657 -2.0058 -4.7656 -0.1 0.1 -0.1 -0.569
H -4.7356 -1.2243 -5.2149 0.1 0.0 -0.1 0.267
H -5.3142 -5.3259 -0.8825 0.1 0.0 -0.2 0.354
C -2.4103 5.1821 4.5424 1.2 0.1 -3.0 -0.734
```
Positions in Å, forces in eV/Å.

***

# 4
The following is a quantum chemistry calculation of 2 unconnected molecules or ions with the total composition C4H4NO6P, from the Open Molecules 2025 dataset.

Its charge is -2. The relative energy (zero: lowest compared OMol25 entry of this formula, charge and spin) comes out at 0.000 eV.

Structure (XYZ):
```
16
Properties=species:S:1:pos:R:3:forces:R:3:nbo_charge:R:1
O -1.0966 1.8132 -0.5027 -0.5 2.1 -0.4 -0.696
O 2.5227 0.3773 1.1210 -0.6 0.0 -0.3 -1.037
H 0.8408 1.7772 -0.8801 -4.0 -0.3 -0.8 0.496
O 1.1906 -0.5059 -0.8586 -0.6 -0.4 -0.3 -1.230
P 2.3233 0.3866 -0.5060 -1.7 0.6 0.8 2.496
C -2.0003 -0.3824 -0.7927 -0.3 -0.7 2.5 -0.267
O 3.6156 0.1406 -1.1238 2.3 0.5 -1.0 -1.204
H 1.5693 0.3914 1.3432 0.2 0.0 0.7 0.500
O 1.7023 1.9437 -0.6596 4.8 -0.4 0.5 -1.034
C -1.3373 0.7660 0.0576 0.7 -1.5 -2.0 0.643
N -0.8513 0.3284 1.2068 -0.5 -1.1 0.8 -0.712
H -2.5646 -0.3716 -1.7124 0.3 0.4 -0.2 0.186
O -0.8072 -1.6906 2.2852 -0.4 -0.8 -0.8 -0.664
C -1.0995 -1.0343 1.2913 -0.3 1.8 0.1 0.648
C -1.8700 -1.4526 -0.0084 0.5 -0.6 0.1 -0.305
H -2.1377 -2.4869 -0.2608 0.1 0.4 0.3 0.178
```
Positions in Å, forces in eV/Å.

***

# 5
The following is a quantum chemistry calculation of a molecular structure, C22H27BrN2OS, from the Open Molecules 2025 dataset.

Its charge is 0. The relative energy (zero: lowest compared OMol25 entry of this formula, charge and spin) comes out at 18.726 eV.

Structure (XYZ):
```
54
Properties=species:S:1:pos:R:3:forces:R:3:nbo_charge:R:1
H 1.7883 5.2502 0.0548 2.0 4.8 -4.9 0.196
C -1.8000 -1.8801 -0.8386 -0.3 -0.9 -0.9 -0.248
H 0.4140 4.4817 4.0658 0.4 -1.0 -1.4 0.230
C -0.0766 0.6435 -1.2174 2.0 -4.9 -11.1 0.691
H -0.9226 -1.7446 -1.4933 0.1 -0.1 0.4 0.197
H 1.8083 2.8918 -0.4000 -0.3 -0.6 0.1 0.218
C -2.4648 -0.0226 0.5828 -0.9 3.2 -3.6 -0.230
C 4.2024 -1.3800 -0.3227 11.8 5.1 -4.2 -0.136
C 0.7065 4.0173 3.0621 0.0 -1.1 3.9 -0.257
C 0.7929 -0.0718 2.2054 -3.9 -2.5 -9.2 -0.466
C 0.8302 2.3609 1.3907 2.2 -3.2 5.5 -0.078
H 0.1566 2.0891 3.1917 -9.7 -10.9 8.7 0.144
C 3.0639 -2.9100 -1.4083 4.3 2.0 -6.2 -0.206
C -2.5749 0.1750 -1.9886 6.6 6.0 9.0 -0.211
H -2.3095 -0.5877 1.4533 1.6 -1.9 0.2 0.225
C 2.0112 -2.7343 -0.7119 -2.9 1.4 6.0 -0.225
H 2.9369 -3.3645 -2.3152 -0.3 -2.5 -2.0 0.207
H 1.1382 -3.4390 -0.8552 0.8 1.4 0.6 0.242
Br 5.6960 -2.3457 -2.5782 -0.5 0.4 0.0 0.083
C -2.6504 -2.9786 -1.5119 1.3 -0.8 -1.6 -0.404
H -1.3080 2.0997 -2.2571 0.1 -3.8 -1.2 0.162
C 0.9119 0.9070 1.0479 -0.6 -0.7 -5.0 -0.057
C -1.2160 0.7482 -2.3557 -2.7 9.0 11.3 -0.366
H 1.5485 0.0263 2.7177 7.3 1.1 6.0 0.198
C 1.2758 4.8487 2.1832 1.6 8.4 -4.6 -0.154
H 5.3665 -0.6989 -0.1502 -3.3 -2.0 -0.5 0.168
H -0.1162 0.0533 2.5714 -3.8 0.5 2.6 0.213
H -1.4427 -2.4317 0.1217 -0.7 2.1 -1.2 0.221
H -2.0294 2.0914 0.0647 -0.9 1.2 -1.8 0.219
C 4.1467 -1.9316 -1.5660 -1.5 -3.3 3.4 -0.118
H -4.4168 -2.5529 -0.5258 -0.4 -0.8 -0.5 0.196
C 0.6849 2.6417 2.8235 7.5 12.4 -11.3 -0.139
H -3.7187 -3.7677 0.1393 2.2 -4.2 9.9 0.176
N -0.2858 0.8375 -0.0367 -1.5 2.2 9.5 -0.460
H 3.5871 -0.4932 1.5633 -0.1 -1.1 -1.6 0.242
H -2.8665 -2.7275 -2.6204 -0.4 0.0 1.8 0.190
H 1.4094 6.2341 2.4590 -0.6 -4.5 -0.4 0.180
H -2.7804 -0.3946 -2.6291 -4.0 -8.1 -9.5 0.180
C 2.2464 -1.7828 0.4330 -6.0 -3.4 0.0 -0.018
N -2.5279 -0.5348 -0.7859 1.1 -7.7 4.5 -0.459
H 1.7438 0.6280 0.2178 -1.4 0.8 2.4 0.303
H -4.3900 -4.2209 -1.3968 0.6 1.2 1.5 0.202
C 3.3964 -1.1351 0.6405 -3.8 1.2 5.2 -0.341
H -1.6137 1.6713 1.6557 0.7 -1.2 -3.1 0.182
H -0.9300 0.4371 -3.1665 3.8 -2.8 -8.5 0.179
C 1.5865 4.6529 0.7581 -3.2 -9.5 10.3 -0.141
C 1.4530 3.1850 0.5888 1.6 6.1 -4.8 -0.186
H -2.0519 -3.8973 -1.6714 0.6 0.5 0.1 0.194
H -3.4133 0.3023 0.8908 -2.1 1.0 0.1 0.187
S 0.7559 -1.8453 1.5687 1.8 1.5 -0.4 0.177
H -3.2737 0.7794 -1.6510 -3.6 4.1 -0.4 0.205
O 0.9636 0.0879 -1.7255 -0.8 1.7 1.5 -0.720
C -1.6274 1.2136 0.4406 1.9 -0.2 6.4 -0.210
C -3.8149 -3.4816 -0.7125 -4.0 4.6 -11.3 -0.574
```
Positions in Å, forces in eV/Å.

***

The records above give, respectively, gap between HOMO and LUMO values of 10.042 8.448 1.686 7.799 8.061 eV.
The records above give, respectively, lowest unoccupied orbital energy values of 0.4 0.2 -6.2 6.4 0.1 eV.
The records above give, respectively, highest occupied orbital energy values of -9.662 -8.293 -7.854 -1.414 -7.933 eV.